1.
A molecular structure, C26H32N7NaO3SSi at a distorted geometry. Source: the OMol25 dataset; level of theory: ωB97M-V/def2-TZVPD.

E_LUMO (alpha / beta) = 3.8629 / 3.8629 eV
E = -2468.7557 Eh
Net charge = -2
Maximum force = 8.8 eV Å⁻¹

Cartesian coordinates (Å):
Na -0.53 -0.13 0.57
C -2.97 2.50 2.35
C -1.91 1.73 3.06
C -1.59 2.03 4.38
C -0.58 1.31 5.00
C 0.09 0.30 4.31
C -0.27 -0.02 2.99
N -1.28 0.77 2.36
N 0.46 -1.00 2.28
Si 0.46 -2.64 2.91
C -0.88 -3.01 4.15
C 0.32 -3.82 1.45
C 2.15 -2.96 3.70
H -3.92 2.46 2.90
H -3.15 2.09 1.35
H -2.67 3.55 2.24
H -2.12 2.81 4.92
H -0.30 1.53 6.03
H 0.90 -0.22 4.80
H -1.87 -2.76 3.75
H -0.73 -2.44 5.08
H -0.87 -4.07 4.41
H -0.64 -3.70 0.94
H 0.41 -4.86 1.79
H 1.12 -3.63 0.72
H 2.30 -2.31 4.57
H 2.95 -2.76 2.98
H 2.23 -4.00 4.02
N 1.42 -3.60 -4.50
C 1.51 -3.29 -3.38
C 1.64 -2.92 -2.01
C 2.62 -3.48 -1.19
C 2.70 -3.08 0.14
C 1.79 -2.14 0.61
N 0.84 -1.58 -0.16
C 0.78 -1.98 -1.46
H 3.31 -4.22 -1.58
H 3.45 -3.50 0.81
H 1.82 -1.80 1.64
H 0.00 -1.51 -2.05
N 1.96 4.29 -1.58
C 1.97 3.31 -0.59
C 0.99 2.32 -0.51
N 0.97 1.36 0.45
C 1.98 1.44 1.35
C 2.95 2.43 1.29
N 2.97 3.38 0.32
H 1.93 3.88 -2.51
H 2.80 4.86 -1.44
H 0.18 2.28 -1.23
H 1.98 0.69 2.13
H 3.74 2.48 2.02
C -0.92 2.09 -6.96
C -1.37 1.70 -5.58
C -2.11 0.52 -5.37
C -2.52 0.18 -4.08
C -2.20 0.99 -2.99
C -1.46 2.17 -3.20
C -1.04 2.52 -4.49
S -2.73 0.55 -1.34
O -4.22 0.83 -1.12
O -2.67 -0.97 -1.11
O -1.94 1.24 0.02
H -1.25 1.35 -7.72
H 0.19 2.15 -6.99
H -1.35 3.08 -7.23
H -2.37 -0.12 -6.20
H -3.09 -0.73 -3.93
H -1.20 2.80 -2.36
H -0.47 3.42 -4.63
H -0.66 -0.15 -1.30

2.
A molecular structure, C26H32N7O2S2Tl. Source: the OMol25 dataset; level of theory: ωB97M-V/def2-TZVPD.

E_LUMO = 4.3422 eV
E = -2512.6094 Eh
Net charge = -2
Maximum force = 0.2 eV Å⁻¹

Cartesian coordinates (Å):
Tl 0.00 -1.50 -1.54
N -5.35 4.44 -0.28
C -4.34 4.14 -1.21
C -3.34 5.07 -1.51
C -2.34 4.76 -2.42
C -2.33 3.52 -3.05
C -3.32 2.60 -2.77
C -4.33 2.90 -1.86
S -0.99 3.04 -4.13
O -1.63 2.27 -5.18
O -0.34 4.27 -4.55
N -0.12 2.05 -3.27
C 0.65 2.47 -2.26
N 1.32 1.50 -1.58
C 2.24 1.89 -0.71
C 2.53 3.22 -0.44
C 1.68 4.13 -1.06
N 0.73 3.79 -1.92
H -5.04 5.09 0.43
H -5.72 3.61 0.16
H -3.34 6.03 -1.00
H -1.54 5.45 -2.63
H -3.29 1.62 -3.23
H -5.07 2.16 -1.61
H 2.75 1.09 -0.19
H 3.30 3.52 0.25
H 1.75 5.19 -0.83
C -0.71 -0.44 2.69
N -0.79 0.76 1.88
C -0.02 1.90 2.04
C -0.36 2.76 1.06
N -1.34 2.13 0.31
C -1.59 0.89 0.79
S -2.69 -0.24 0.19
H 0.01 -0.26 3.48
H -0.36 -1.27 2.06
H -1.69 -0.66 3.12
H 0.70 1.98 2.83
H 0.02 3.73 0.80
H -1.69 2.44 -0.58
C -0.94 -4.90 -0.76
C -0.59 -4.87 0.74
C -1.60 -4.00 1.49
C 0.87 -4.55 1.03
C 1.64 -5.61 1.50
C 2.98 -5.49 1.83
C 3.54 -4.22 1.70
C 2.84 -3.13 1.24
C 3.59 -1.81 1.17
C 2.93 -0.70 2.00
C 3.88 -1.35 -0.26
C 1.44 -3.22 0.82
N 0.75 -2.20 0.35
H -1.88 -5.43 -0.92
H -0.16 -5.39 -1.34
H -1.06 -3.89 -1.15
H -0.73 -5.90 1.10
H -1.52 -2.97 1.15
H -1.41 -4.03 2.56
H -2.62 -4.35 1.31
H 1.15 -6.58 1.61
H 3.56 -6.33 2.19
H 4.59 -4.07 1.97
H 4.57 -2.01 1.64
H 1.95 -0.49 1.57
H 3.54 0.21 2.00
H 2.80 -1.03 3.03
H 2.96 -1.10 -0.78
H 4.39 -2.14 -0.81
H 4.53 -0.46 -0.26